59
Properties=species:S:1:pos:R:3 method="wB97M-V/def2-TZVPD" homo_lumo_gap_ev=6.06 total_charge=+2
Sn -0.4871 -0.6502 -0.4450
S -1.4270 1.8793 -0.8865
S -1.1696 -3.2249 -0.8916
C -3.2557 1.8709 -1.0425
C -0.9396 1.8063 -2.6555
C -1.4113 0.5791 -3.4178
N -0.7611 -0.6364 -2.8816
C -1.3578 -1.8767 -3.4128
C -0.7964 -3.0836 -2.6817
H 0.1521 1.9182 -2.6964
H -1.3988 2.7101 -3.0758
H -1.1341 0.6858 -4.4832
H -2.5027 0.4684 -3.3711
H -1.1030 -1.9513 -4.4853
H -2.4511 -1.8292 -3.3348
H 0.2974 -3.1264 -2.7701
H -1.2120 -4.0065 -3.1013
C -3.0088 -3.0359 -0.8836
H 0.2181 -0.6111 -3.1765
H -3.3862 -2.1421 -1.3988
H -3.3195 -3.0159 0.1726
H -3.3985 -3.9489 -1.3589
H -3.6692 1.9470 -0.0285
H -3.6443 0.9810 -1.5507
H -3.5117 2.7805 -1.6037
C 4.8026 -0.2770 -2.3024
C 5.2166 -0.2535 -1.0280
H 4.6762 0.6398 -2.8831
H 4.6333 -1.2201 -2.8301
H 5.4817 0.6791 -0.5211
H 5.3581 -1.1737 -0.4554
C -0.7383 -1.9783 3.3227
P -1.0112 -0.5716 2.2053
C -2.7791 -0.1531 2.1642
C -0.0783 0.8326 2.9565
C -0.4690 1.3973 4.1743
C 0.2571 2.4605 4.7303
C 1.3178 3.0261 4.0170
C 1.6888 2.4967 2.7764
C 1.0637 1.3535 2.2667
P 1.5728 0.5989 0.6775
C 2.4922 1.7752 -0.3325
C 2.7252 -0.7745 0.9585
H -1.1335 -2.9010 2.8730
H -1.2398 -1.7858 4.2892
H 0.3428 -2.0957 3.4983
H -2.9874 0.5943 2.9422
H -3.0632 0.2593 1.1844
H -3.3789 -1.0575 2.3493
H -1.3481 0.9968 4.6982
H -0.0248 2.8471 5.7128
H 1.8493 3.8894 4.4238
H 2.4561 2.9832 2.1810
H 3.4437 2.0164 0.1662
H 2.7308 1.3232 -1.3050
H 1.9133 2.6930 -0.4971
H 3.5530 -0.3814 1.5656
H 2.2347 -1.6024 1.4887
H 3.1196 -1.1239 -0.0063



75
Properties=species:S:1:pos:R:3 method="wB97M-V/def2-TZVPD" homo_lumo_gap_ev=8.90
C 2.0335 -2.1169 4.1184
C 1.1021 -1.0092 3.5867
C 1.7311 -0.0684 2.5496
C 1.6096 -0.4293 1.0544
C 2.8573 -1.1489 0.5268
N 0.3473 -1.1847 0.7043
C 0.5571 -2.5910 0.4954
O 0.6322 -3.1234 -0.5650
O 0.6628 -3.2127 1.6562
B 0.9115 -4.6175 1.6290
O 2.2263 -4.9706 1.6121
N -0.1697 -5.5570 1.7046
C -0.1017 -6.3875 2.9228
C -1.5085 -4.9698 1.5760
C -0.4408 -0.6021 -0.3199
F 0.2582 -0.2618 -1.4336
F -1.4046 -1.4553 -0.6896
C -1.1933 0.6989 0.1037
F -0.3468 1.7391 0.0995
F -2.1346 0.9332 -0.8260
C -1.9088 0.7136 1.4833
F -2.6549 1.8386 1.5028
F -1.0032 0.7925 2.4611
C -2.8805 -0.4581 1.8049
F -3.5855 -0.1381 2.8887
F -3.7218 -0.6490 0.7830
F -2.2205 -1.5925 2.0404
H 1.5627 -3.1031 4.0784
H 2.9594 -2.1867 3.5374
H 2.3184 -1.9327 5.1583
H 0.1808 -1.4453 3.1936
H 0.7995 -0.3787 4.4304
H 1.3382 0.9403 2.6968
H 2.8074 -0.0081 2.7580
H 1.5570 0.5151 0.5094
H 3.0915 -2.0448 1.1109
H 3.7026 -0.4577 0.5945
H 2.7478 -1.4204 -0.5253
H 2.3337 -5.9082 1.4079
H -0.7469 -7.2633 2.8020
H -0.4473 -5.8383 3.8106
H 0.9199 -6.7244 3.1076
H -1.6503 -4.5750 0.5674
H -1.6874 -4.1737 2.3133
H -2.2625 -5.7468 1.7340
C -0.2359 2.6127 -3.3103
S 0.7920 1.5734 -4.3509
O 1.9757 2.3947 -4.7277
C -0.3055 1.5763 -5.7717
H 0.3043 2.7738 -2.3800
H -0.4079 3.5633 -3.8149
H -1.1763 2.1021 -3.1036
H -0.4740 2.6037 -6.0934
H -1.2437 1.0913 -5.5026
H 0.1869 1.0135 -6.5618
C -6.2642 1.3559 0.4194
S -6.8699 2.4099 1.7414
O -8.3317 2.5632 1.5328
C -6.0985 3.9187 1.1419
H -6.6666 0.3586 0.5846
H -6.6110 1.7441 -0.5382
H -5.1765 1.3283 0.4534
H -6.4533 4.1245 0.1323
H -5.0144 3.8031 1.1605
H -6.3959 4.7223 1.8123
C 4.9627 3.1867 -3.7546
S 6.2530 4.0687 -4.6281
O 7.5190 3.8545 -3.8771
C 5.6780 5.7172 -4.1990
H 5.1622 2.1229 -3.8647
H 4.9949 3.4661 -2.7009
H 3.9908 3.4105 -4.1922
H 5.6526 5.8136 -3.1137
H 4.6893 5.8776 -4.6287
H 6.3855 6.4287 -4.6196



63
Properties=species:S:1:pos:R:3 method="wB97M-V/def2-TZVPD" homo_lumo_gap_ev=6.05 total_charge=+1
Ba 2.1665 -1.1796 0.1557
O -1.8288 -3.3721 5.2241
C -0.8370 -2.9686 4.4280
C 0.0716 -1.9654 4.7652
C 1.0409 -1.6261 3.8515
N 1.1755 -2.2066 2.6474
C 0.3044 -3.1653 2.3768
Br 0.4842 -4.0166 0.6760
C -0.7135 -3.5983 3.1902
H -1.8430 -2.8741 6.0505
H 0.0166 -1.4505 5.7152
H 1.7469 -0.8384 4.0841
H -1.3959 -4.3815 2.8970
N 1.6995 -2.0529 -2.6608
N 2.6958 -2.7721 -3.3730
C 3.9923 -2.5771 -3.0802
N 4.8617 -3.3891 -3.7025
S 4.5229 -1.3644 -2.0468
H 0.8016 -2.4454 -2.9275
H 1.6782 -1.1093 -3.0509
H 2.4031 -3.6439 -3.7843
H 4.5888 -3.9694 -4.4791
H 5.8423 -3.2025 -3.5825
C 2.0509 2.3835 0.0374
C 0.7345 2.3971 -0.7582
C 0.0838 3.7728 -0.5621
C 1.1565 2.2785 -2.2277
Si -0.3643 0.8362 -0.2553
C -1.2809 1.2262 1.4402
C -1.8292 -0.0790 2.0381
C -2.4319 2.2367 1.3657
C -0.2673 1.7507 2.4658
C -1.7242 0.5531 -1.6470
C -2.3859 1.8218 -2.1999
C -2.8363 -0.3598 -1.1126
C -1.1102 -0.2200 -2.8229
H 2.6467 3.2739 -0.1960
H 2.6963 1.5385 -0.2575
H 1.9193 2.3545 1.1189
H 0.7477 4.5666 -0.9275
H -0.1213 3.9858 0.4875
H -0.8586 3.8576 -1.1034
H 1.9005 3.0467 -2.4700
H 0.3231 2.4046 -2.9172
H 1.6216 1.3055 -2.4421
H -2.6063 -0.5377 1.4312
H -2.2619 0.1187 3.0282
H -1.0330 -0.8172 2.1668
H -3.2575 1.8793 0.7497
H -2.1119 3.1974 0.9620
H -2.8376 2.4207 2.3688
H 0.5916 1.0748 2.5744
H -0.7434 1.8242 3.4516
H 0.1152 2.7406 2.2176
H -2.8574 2.4132 -1.4144
H -3.1672 1.5547 -2.9225
H -1.6785 2.4690 -2.7193
H -3.4578 0.1302 -0.3642
H -2.4325 -1.2765 -0.6701
H -3.4978 -0.6545 -1.9363
H -0.2741 0.2959 -3.2980
H -1.8679 -0.4020 -3.5944
H -0.7675 -1.1935 -2.4597